[1]
# C5H13NOS

C5H13NOS in the gas phase (the ωB97M-V functional and the def2-TZVPD basis, the OMol25 dataset).

```
21
C5H13NOS | the OMol25 dataset | the ωB97M-V functional and the def2-TZVPD basis
C 0.72 0.76 -2.38
C 0.01 -0.21 -1.41
C 0.91 -0.52 -0.21
C 1.27 0.64 0.69
S 1.56 0.18 2.41
N -1.29 0.42 -1.05
C -2.00 -0.21 0.01
O -2.77 -1.29 -0.51
H 0.22 1.73 -2.35
H 1.76 0.92 -2.12
H 0.65 0.30 -3.37
H -0.29 -1.16 -1.85
H 1.78 -1.01 -0.60
H 0.47 -1.32 0.39
H 2.09 1.24 0.28
H 0.50 1.42 0.71
H 2.39 -0.83 2.13
H -1.15 1.38 -0.79
H -2.72 0.46 0.49
H -1.41 -0.58 0.85
H -2.78 -1.17 -1.47
```

Computed properties:
**Multiplicity**: 1
**HOMO**: -9.21 eV
**F_max**: 0.034 Eh/bohr
**Lowest unoccupied orbital energy**: 0.032 hartree
**Energy relative to the best compared isomer or geometry (same formula, charge and spin)**: 24.6 kcal per mole
**SMILES string**: C[C@@H](CCS)NCO
**Total charge**: 0
**Molar mass**: 135.2 g/mol

[2]
# C36H104N16O12

12 unconnected molecules or ions with the total composition C36H104N16O12 (the ωB97M-V functional and the def2-TZVPD basis, the OMol25 dataset).

```
168
C36H104N16O12 | the OMol25 dataset | the ωB97M-V functional and the def2-TZVPD basis
C -5.77 -3.46 4.23
O -6.89 -3.55 3.35
C -6.59 -3.30 2.00
C -5.68 -2.11 1.57
C -6.31 -0.66 1.86
N -5.49 -2.08 0.18
H -6.05 -3.96 5.16
H -5.60 -2.39 4.39
H -4.91 -4.00 3.84
H -6.43 -4.23 1.45
H -7.52 -3.11 1.46
H -4.68 -2.24 2.01
H -5.60 0.15 1.66
H -6.49 -0.56 2.93
H -7.23 -0.38 1.35
H -6.22 -2.64 -0.24
H -4.66 -2.61 -0.01
C -2.04 -7.06 2.08
O -1.34 -7.54 0.91
C -1.71 -6.99 -0.34
C -1.40 -5.45 -0.46
C -1.97 -4.95 -1.80
N -0.02 -5.16 -0.58
H -1.80 -6.01 2.23
H -1.88 -7.63 3.00
H -3.12 -7.05 1.96
H -1.15 -7.60 -1.05
H -2.77 -7.13 -0.57
H -1.82 -4.87 0.36
H -1.65 -5.56 -2.64
H -1.73 -3.89 -1.92
H -3.05 -5.09 -1.77
H 0.14 -4.40 -1.22
H 0.52 -5.92 -0.97
C -4.08 2.85 8.80
O -3.64 1.76 8.04
C -2.22 1.58 7.77
C -2.18 0.21 7.14
C -0.69 -0.17 6.95
N -2.83 0.30 5.82
H -3.76 3.81 8.41
H -3.74 2.72 9.83
H -5.16 2.68 8.86
H -1.69 2.27 7.11
H -1.62 1.45 8.67
H -2.64 -0.53 7.79
H -0.58 -1.16 6.51
H -0.08 -0.10 7.85
H -0.17 0.58 6.36
H -3.78 0.61 6.00
H -2.49 1.05 5.24
C 8.72 2.42 0.05
O 7.41 1.90 -0.11
C 7.38 0.52 -0.46
C 7.51 0.54 -2.02
C 6.56 1.46 -2.67
N 7.24 -0.78 -2.62
H 9.42 1.99 -0.66
H 9.08 2.39 1.08
H 8.68 3.47 -0.21
H 8.18 -0.13 -0.11
H 6.37 0.14 -0.32
H 8.58 0.69 -2.16
H 6.80 1.37 -3.73
H 6.81 2.45 -2.30
H 5.52 1.14 -2.55
H 7.34 -1.43 -1.86
H 6.24 -0.85 -2.75
C 0.24 4.56 3.52
O 1.22 5.61 3.42
C 1.96 5.52 2.20
C 3.21 4.56 2.27
C 4.27 5.03 3.37
N 3.90 4.62 0.93
H -0.25 4.32 2.58
H -0.39 4.84 4.36
H 0.52 3.54 3.75
H 1.29 5.12 1.44
H 2.31 6.48 1.82
H 2.94 3.52 2.49
H 3.81 4.96 4.36
H 4.49 6.06 3.06
H 5.15 4.39 3.42
H 4.52 3.83 1.01
H 4.59 5.36 0.98
C 8.77 -6.34 1.83
O 7.76 -6.49 0.85
C 7.12 -5.29 0.64
C 6.06 -5.31 -0.53
C 6.68 -5.77 -1.88
N 5.45 -4.03 -0.72
H 8.33 -5.82 2.68
H 9.57 -5.67 1.51
H 9.22 -7.27 2.19
H 6.48 -5.18 1.51
H 7.63 -4.34 0.55
H 5.21 -5.95 -0.26
H 5.88 -6.01 -2.58
H 7.22 -6.68 -1.62
H 7.41 -5.06 -2.27
H 4.70 -4.19 -1.38
H 5.08 -3.56 0.09
C -5.39 7.20 -6.03
O -5.50 7.10 -4.64
C -4.30 6.57 -4.06
C -4.40 6.65 -2.53
C -3.09 6.38 -1.83
N -5.39 5.70 -2.03
H -5.42 6.15 -6.34
H -4.43 7.61 -6.33
H -6.17 7.71 -6.61
H -4.01 5.55 -4.31
H -3.40 7.15 -4.27
H -4.71 7.65 -2.23
H -2.72 5.37 -2.03
H -3.20 6.46 -0.75
H -2.22 7.00 -2.05
H -5.04 4.82 -2.40
H -6.20 5.94 -2.58
C -6.75 1.77 -7.01
O -7.10 0.87 -5.98
C -6.66 1.23 -4.64
C -5.12 0.91 -4.56
C -4.69 -0.54 -4.98
N -4.67 1.27 -3.25
H -7.05 2.77 -6.69
H -7.08 1.62 -8.03
H -5.67 1.74 -7.16
H -6.93 2.27 -4.52
H -7.20 0.58 -3.95
H -4.84 1.58 -5.37
H -3.62 -0.58 -5.22
H -5.12 -0.80 -5.95
H -5.02 -1.23 -4.21
H -3.66 1.18 -3.21
H -4.89 0.46 -2.69
N -0.94 0.25 1.43
C 0.09 0.44 0.62
N 1.12 -0.24 0.91
O 0.00 1.19 -0.28
H -1.77 0.74 1.15
H -0.87 -0.31 2.27
H 0.96 -0.93 1.63
H 1.87 -0.37 0.25
N 0.98 4.41 -4.23
C 1.68 5.50 -4.37
N 2.49 5.68 -3.37
O 1.61 6.29 -5.32
H 0.38 4.14 -5.00
H 0.90 4.14 -3.26
H 2.65 5.10 -2.55
H 3.09 6.49 -3.39
N 3.65 -5.00 4.69
C 2.94 -4.58 3.76
N 2.33 -5.57 3.19
O 2.83 -3.45 3.41
H 3.54 -5.93 5.08
H 3.97 -4.21 5.22
H 2.46 -6.49 3.61
H 1.87 -5.53 2.29
N 1.90 -2.11 -6.23
C 1.78 -1.65 -5.01
N 1.46 -0.43 -4.84
O 2.03 -2.43 -4.13
H 2.02 -1.44 -6.98
H 2.23 -3.06 -6.31
H 1.15 -0.06 -3.95
H 1.33 0.21 -5.60
```

Computed properties:
**Multiplicity**: 1
**HOMO**: -8.86 eV
**F_max**: 0.174 Eh/bohr
**Lowest unoccupied orbital energy**: 0.002 hartree
**Energy relative to the best compared isomer or geometry (same formula, charge and spin)**: 183.7 kcal per mole
**SMILES string**: COC[C@H](C)N.COC[C@H](C)N.COC[C@H](C)N.COC[C@H](C)N.COC[C@H](C)N.COC[C@H](C)N.COC[C@H](C)N.COC[C@H](C)N.NC(N)=O.NC(N)=O.NC(N)=O.NC(N)=O
**Total charge**: 0
**Molar mass**: 953.3 g/mol

[3]
# CH4NS

2 unconnected molecules or ions with the total composition CH4NS (the ωB97M-V functional and the def2-TZVPD basis, the OMol25 dataset).

```
7
CH4NS | the OMol25 dataset | the ωB97M-V functional and the def2-TZVPD basis
S 0.03 -1.41 1.29
H -1.24 -1.50 1.76
C 0.52 1.21 -1.13
N -0.35 1.89 -1.80
H 0.25 0.19 -0.82
H 1.00 1.82 -0.33
H -1.32 1.58 -1.77
```

Computed properties:
**Multiplicity**: 1
**HOMO**: -2.69 eV
**F_max**: 0.078 Eh/bohr
**Lowest unoccupied orbital energy**: 0.153 hartree
**Energy relative to the best compared isomer or geometry (same formula, charge and spin)**: 33.1 kcal per mole
**Total charge**: -1
**Molar mass**: 62.1 g/mol

[4]
# C18H26N4O

C18H26N4O in the gas phase (the ωB97M-V functional and the def2-TZVPD basis, the OMol25 dataset).

```
49
C18H26N4O | the OMol25 dataset | the ωB97M-V functional and the def2-TZVPD basis
C -1.30 -1.98 3.02
C -1.11 -2.81 1.76
C -2.43 -3.17 1.08
C -3.17 -1.97 0.49
N -2.38 -1.24 -0.49
C -2.17 -1.91 -1.75
C -1.87 -0.04 -0.13
O -2.09 0.44 0.98
C -1.02 0.72 -1.07
N -0.97 0.57 -2.42
C -0.12 1.47 -2.87
C 0.30 1.74 -4.18
C 1.21 2.72 -4.39
C 1.74 3.45 -3.30
C 1.33 3.19 -2.03
N 0.41 2.21 -1.81
C -0.17 1.75 -0.67
C 0.17 2.24 0.71
N 0.64 1.22 1.62
C 1.72 0.41 1.11
C 3.08 1.12 1.00
C 3.73 -0.05 1.75
C 2.33 -0.56 2.14
H -1.96 -2.50 3.72
H -0.34 -1.82 3.51
H -1.73 -1.02 2.79
H -0.48 -2.25 1.06
H -0.58 -3.74 2.01
H -3.09 -3.65 1.80
H -2.23 -3.90 0.28
H -3.42 -1.27 1.28
H -4.09 -2.31 0.01
H -1.76 -1.22 -2.47
H -3.13 -2.29 -2.11
H -1.49 -2.76 -1.62
H -0.13 1.15 -4.98
H 1.55 2.95 -5.39
H 2.46 4.23 -3.47
H 1.70 3.73 -1.18
H 0.94 3.01 0.64
H -0.72 2.69 1.16
H -0.15 0.63 1.88
H 1.46 -0.11 0.17
H 3.09 2.04 1.59
H 3.45 1.32 0.00
H 4.38 0.21 2.58
H 4.25 -0.74 1.09
H 2.04 -0.28 3.15
H 2.13 -1.62 1.98
```

Computed properties:
**Multiplicity**: 1
**HOMO**: -8.13 eV
**F_max**: 0.020 Eh/bohr
**Lowest unoccupied orbital energy**: 0.016 hartree
**Energy relative to the best compared isomer or geometry (same formula, charge and spin)**: 10.3 kcal per mole
**SMILES string**: CCCCN(C)C(=O)c1nc2ccccn2c1CNC1CCC1
**Total charge**: 0
**Molar mass**: 314.4 g/mol